No. 1
The following is a DFT calculation (ωB97M-V with the def2-TZVPD basis set) of 12 unconnected molecules or ions with the total composition C4H29O13S2.

The value obtained for the HOMO energy is -4.8 eV. As for the charge: -1. The calculation puts the gap between HOMO and LUMO at 7.44 eV.

Atoms and positions in Å:
C1 -0.774 -3.168 0.068
C2 0.474 -2.433 -0.462
O1 0.284 -1.170 -0.709
O2 1.528 -3.031 -0.415
C3 -1.419 -2.294 1.199
S1 -1.171 -0.613 0.717
S2 -1.954 0.342 2.390
C4 -3.284 1.450 2.253
H1 -1.460 -3.310 -0.773
H2 -0.515 -4.168 0.402
H3 -0.722 -2.492 2.031
H4 -2.427 -2.648 1.394
H5 -3.699 1.762 1.339
H6 -4.028 0.832 2.818
H7 -3.285 2.333 2.969
H8 3.386 -1.731 -0.235
H9 3.956 -3.034 -0.195
O3 4.064 -2.176 0.226
H10 -1.612 3.528 -0.988
H11 -0.952 4.067 -2.187
O4 -1.680 3.474 -1.969
H12 -0.624 0.805 4.865
H13 -0.135 -0.621 4.531
O5 0.025 0.188 5.030
H14 1.824 -0.403 -1.058
H15 2.282 -0.023 -2.454
O6 2.624 -0.201 -1.617
H16 -1.085 2.823 1.088
H17 0.231 3.497 0.377
O7 -0.807 3.532 0.473
H18 2.645 -2.669 2.061
H19 2.289 -1.462 2.614
O8 2.350 -2.351 2.935
H20 2.623 3.177 -0.027
H21 1.674 2.401 -1.042
O9 1.680 3.090 -0.332
H22 3.616 0.808 -0.826
H23 4.749 1.491 0.029
O10 3.933 1.652 -0.452
H24 -0.967 -0.150 -3.488
H25 -2.012 0.711 -4.275
O11 -1.702 -0.133 -4.085
H26 0.114 0.939 -1.229
H27 -0.704 2.022 -2.033
O12 0.031 1.377 -2.045
H28 -3.740 -1.538 -2.733
H29 -2.359 -2.172 -3.118
O13 -3.266 -2.312 -3.061

Force components x, y, z for each atom (eV/Å):
C -0.65 0.72 -0.69
C -1.00 0.35 1.09
O 1.00 -2.01 -1.28
O 1.28 -0.31 -0.62
C 1.67 -2.09 -0.48
S -1.13 2.59 0.14
S 2.10 -0.15 1.46
C -3.00 -0.03 3.13
H -0.19 0.23 0.06
H 0.18 0.10 0.28
H -0.76 0.14 0.26
H -0.11 0.47 0.10
H -0.16 0.17 -1.42
H -0.48 0.76 -0.97
H 1.04 -0.74 -1.08
H -1.42 1.19 -0.89
H 0.13 -0.28 0.22
O 1.44 -0.94 0.77
H 0.00 -0.24 0.12
H 0.00 0.07 -0.37
O -0.14 0.33 -0.18
H -2.35 1.70 -1.05
H -0.27 0.52 -0.06
O 2.77 -2.26 1.18
H 0.16 -0.32 -0.59
H -0.90 0.48 -2.15
O 0.44 -0.69 2.47
H 0.54 0.42 -0.37
H -2.12 -0.43 0.05
O 1.44 -0.20 0.78
H 0.13 -0.87 0.33
H -0.37 1.51 0.53
O 0.21 -0.59 -0.94
H -1.32 -0.66 -0.65
H 0.00 0.76 0.80
O 1.05 0.12 -0.18
H -0.10 -0.03 -0.17
H -0.07 -0.18 -0.08
O 0.80 0.64 0.46
H 0.62 0.93 0.68
H -0.28 2.34 -0.01
O -0.14 -3.03 -0.56
H -0.38 -0.96 1.70
H 0.07 -0.09 0.36
O 0.41 0.74 -2.22
H 0.85 -0.01 -0.16
H 2.19 1.13 -0.09
O -3.20 -1.29 0.29



No. 2
The following is a DFT calculation (ωB97M-V with the def2-TZVPD basis set) of a molecular structure, C4H2BeO.

The value obtained for the HOMO energy (spin up / spin down) is -7.6 / -7.4 eV. The calculation puts the gap between HOMO and LUMO (spin up / spin down) at 5.03 / 4.78 eV. The energy above the lowest of the compared OMol25 structures with the same formula, charge and spin is 79.0 kcal/mol.

Atoms and positions in Å:
C1 -0.499 0.894 1.132
C2 0.571 0.329 1.515
H1 1.537 0.168 1.975
O1 0.844 0.767 -1.652
C3 -0.059 -0.007 -1.270
C4 -0.383 -0.271 0.100
H2 -1.007 -1.158 0.278
Be1 -1.004 -0.723 -2.080

Force components x, y, z for each atom (eV/Å):
C 0.58 -0.06 0.64
C -0.69 0.49 -0.58
H -0.31 -0.34 -0.47
O -1.05 -0.18 -0.09
C 7.28 4.41 5.11
C -0.43 -0.49 -0.55
H -0.03 0.29 -0.05
Be -5.35 -4.12 -4.01